The ion C3H7NOS with charge -2 at a distorted geometry. Source: the OMol25 dataset; level of theory: ωB97M-V/def2-TZVPD.

Structure (XYZ):
```
13
Properties=species:S:1:pos:R:3
C -0.55525 -0.29846 -0.33015
C -0.90189 -0.57366 1.18138
S 0.44632 -0.53581 2.48751
N -0.04724 0.96954 -0.73858
C 0.60276 0.98203 -2.11062
O 0.00592 0.32735 -3.08579
H 0.03893 -1.16886 -0.62443
H -1.57113 -0.51894 -0.69161
H -1.03150 -1.65887 1.25229
H -1.81509 -0.04351 1.42201
H 0.70216 1.27860 -0.13090
H 1.62689 0.46991 -1.95353
H 0.70672 2.11357 -2.26215
```

As for the HOMO-LUMO gap: 5.6 eV. Its SMILES is [O-]CNCC[S-]. As for the net charge: -2. Its spin multiplicity is 1. The energy relative to the best compared isomer or geometry (same formula, charge and spin) comes out at 76.4 kJ/mol.

A structure of composition C2HIrO3 at a distorted geometry. Source: the OMol25 dataset; level of theory: ωB97M-V/def2-TZVPD.

Structure (XYZ):
```
7
Properties=species:S:1:pos:R:3
O -0.57891 -0.71339 -0.07021
O 0.89995 0.96011 -0.08586
O 1.11434 -0.72298 -1.56808
C 0.15209 1.53661 0.82571
C 0.48830 -0.31281 -0.63215
H -0.91793 1.30363 0.61530
Ir -1.15784 -2.05117 0.91529
```

As for the HOMO-LUMO gap (alpha / beta): 9.4 / 7.9 eV. Its expectation value of S² is 6.010. As for the net charge: +2. Its spin multiplicity is 5. The energy relative to the best compared isomer or geometry (same formula, charge and spin) comes out at 168.1 kJ/mol.

An isolated molecule of C2H5N3S at a distorted geometry. Source: the OMol25 dataset; level of theory: ωB97M-V/def2-TZVPD.

Structure (XYZ):
```
11
Properties=species:S:1:pos:R:3
C -1.23832 0.85457 -0.46274
C -0.04612 1.44604 0.29992
H -1.69292 -2.21689 0.64280
H -0.55160 -0.89521 1.17924
H -1.87024 1.49581 -1.19875
H -0.09850 2.41839 0.77022
H 0.45386 -1.08901 -0.98884
N -1.24545 -1.15029 0.51603
N -1.80722 -0.28898 -0.29435
N 1.16328 0.87963 0.39362
S 1.54324 -0.59996 -0.23343
```

As for the HOMO-LUMO gap: 9.4 eV. Its SMILES is N/N=C\C=N/S. As for the net charge: 0. Its spin multiplicity is 1. The energy relative to the best compared isomer or geometry (same formula, charge and spin) comes out at 355.7 kJ/mol.

A cluster of 7 separate species, C5H24O7 in total at a distorted geometry. Source: the OMol25 dataset; level of theory: ωB97M-V/def2-TZVPD.

Structure (XYZ):
```
36
Properties=species:S:1:pos:R:3
O -0.23586 -2.91242 -0.60433
H -0.87186 -3.30742 0.14567
H -0.50986 -3.44742 -1.39133
H -0.18586 -1.96342 -0.58033
O -0.01586 -0.38142 -0.36033
H 0.00414 0.43058 -0.94733
C 1.50914 2.41358 1.43467
O 1.05914 2.08458 0.14967
H 0.64414 2.42758 2.33767
H 1.85514 3.39658 1.39567
H 2.33314 1.72558 1.75267
H 0.74814 1.27458 0.04267
C 3.03314 -0.52642 -2.20533
O 2.66614 -0.22642 -0.84233
H 3.64014 0.26458 -2.79433
H 2.22714 -0.78742 -2.69033
H 3.84114 -1.37742 -2.50433
H 1.68214 -0.44042 -0.96633
C 0.67514 -1.40442 2.87667
O 1.31614 -1.60442 1.63567
H 1.12914 -1.96942 3.60667
H -0.28886 -1.68342 2.55167
H 0.86714 -0.28242 3.12667
H 0.96214 -0.97742 0.79867
C -2.21186 0.99958 -2.53433
O -3.46686 1.40058 -2.91833
H -1.82686 1.54958 -1.75733
H -1.35286 1.33958 -3.13533
H -2.15386 0.02358 -2.28233
H -4.04386 0.99558 -2.22533
C -2.35786 0.69758 1.68867
O -2.37986 -0.32742 0.71267
H -3.16086 1.23858 1.70067
H -1.57486 1.55458 1.43867
H -2.14986 0.18258 2.67467
H -1.40486 -0.38042 0.66967
```

As for the HOMO-LUMO gap: 7.9 eV. As for the net charge: 0. Its spin multiplicity is 1. The energy relative to the best compared isomer or geometry (same formula, charge and spin) comes out at 807.4 kJ/mol.